No. 1
This record from OMol25 describes a molecular structure, C28H77AlF2N8O11S2. The level of theory is ωB97M-V/def2-TZVPD.

Positions of all 129 atoms, in Å:
Al (10.93778, -11.93035, 15.44297)
N (9.50423, -9.83822, 16.01019)
S (8.36349, -9.51694, 17.05693)
O (7.10114, -9.10406, 16.55074)
O (8.85255, -8.95588, 18.26945)
F (8.03044, -11.02931, 17.47929)
S (9.45648, -8.44833, 15.12060)
O (9.73818, -7.26985, 15.85460)
O (8.55972, -8.40208, 14.02289)
F (10.82214, -8.77004, 14.34878)
C (9.49529, -10.64135, 10.62514)
C (9.53031, -10.87478, 12.12413)
C (8.16908, -11.31039, 12.62964)
O (8.31270, -11.54191, 14.00260)
C (7.08096, -11.91336, 14.60784)
N (10.49864, -11.92515, 12.46442)
H (8.66448, -9.96569, 10.38763)
H (9.21230, -11.49137, 9.99395)
H (10.42520, -10.25078, 10.21464)
H (9.81932, -9.97577, 12.66267)
H (7.80131, -12.19206, 12.08672)
H (7.45625, -10.49859, 12.44043)
H (7.21974, -12.35769, 15.59178)
H (6.54530, -12.62060, 13.97124)
H (6.44152, -11.04580, 14.79851)
H (10.36845, -12.76224, 11.89900)
H (11.43353, -11.60817, 12.23631)
C (15.14952, -9.35585, 13.35372)
C (14.14573, -9.99237, 14.30479)
C (13.65235, -9.00681, 15.33866)
O (12.64862, -9.60060, 16.12804)
C (12.36922, -8.81613, 17.27488)
N (13.01146, -10.63166, 13.60623)
H (14.73032, -8.43081, 12.95005)
H (15.40502, -10.02155, 12.53054)
H (16.06447, -9.10033, 13.88815)
H (14.61949, -10.81351, 14.84498)
H (13.28255, -8.07606, 14.89178)
H (14.51588, -8.76221, 15.96803)
H (11.91460, -7.86019, 17.01145)
H (13.21007, -8.75005, 17.97040)
H (11.60791, -9.37006, 17.83122)
H (13.35973, -11.40414, 13.03477)
H (12.76085, -9.99990, 12.83775)
C (11.69272, -12.53575, 20.50230)
C (12.03550, -12.00869, 19.12259)
C (12.94347, -12.97275, 18.41050)
O (13.27623, -12.50557, 17.10921)
C (14.57878, -12.94262, 16.75210)
N (10.79887, -11.69507, 18.36733)
H (11.21852, -11.77551, 21.12040)
H (12.60721, -12.81236, 21.04002)
H (11.06467, -13.42700, 20.59234)
H (12.59486, -11.07920, 19.24324)
H (12.54616, -13.99564, 18.35194)
H (13.84915, -13.07284, 19.01416)
H (14.89939, -12.34320, 15.90093)
H (14.63746, -13.98834, 16.43935)
H (15.30975, -12.75486, 17.54020)
H (10.16461, -12.48310, 18.51616)
H (10.34117, -10.95335, 18.92027)
C (7.81249, -4.43930, 17.65232)
C (6.83749, -5.60237, 17.76470)
C (6.58312, -5.99780, 19.22776)
O (5.51209, -6.90301, 19.27713)
C (5.20501, -7.30338, 20.59509)
N (5.60716, -5.32594, 17.06251)
H (8.06619, -4.36704, 16.59504)
H (8.74789, -4.68078, 18.16343)
H (7.47958, -3.48748, 18.06314)
H (7.30133, -6.45367, 17.27019)
H (6.37154, -5.11414, 19.84438)
H (7.48798, -6.50927, 19.58868)
H (5.00196, -6.46945, 21.27441)
H (6.00878, -7.94260, 20.97771)
H (4.28730, -7.88938, 20.56429)
H (5.03584, -6.15298, 16.92609)
H (5.02601, -4.64733, 17.54845)
C (11.42061, -7.71799, 20.81813)
C (10.56894, -8.67426, 21.63577)
C (9.44870, -7.93182, 22.33613)
O (9.98413, -6.96666, 23.22708)
C (8.97685, -6.15459, 23.78906)
N (10.05291, -9.69854, 20.72282)
H (11.95117, -6.98764, 21.42243)
H (10.80890, -7.16009, 20.09829)
H (12.12245, -8.27955, 20.19631)
H (11.20053, -9.20438, 22.35381)
H (8.84919, -8.60477, 22.96601)
H (8.83203, -7.37771, 21.61473)
H (8.28586, -5.76721, 23.02408)
H (9.48333, -5.28156, 24.19336)
H (8.37405, -6.68515, 24.53160)
H (9.36172, -10.30072, 21.15983)
H (9.61592, -9.27301, 19.91126)
C (3.08790, -13.20907, 13.66590)
C (3.51692, -14.17932, 14.75601)
C (3.59284, -13.50866, 16.11363)
O (4.35691, -12.33639, 16.05024)
C (4.76705, -11.82994, 17.30508)
N (2.56425, -15.28060, 14.80882)
H (2.85675, -13.70952, 12.72729)
H (3.79060, -12.38500, 13.54538)
H (2.16944, -12.70534, 13.98696)
H (4.54211, -14.51918, 14.51519)
H (3.92229, -14.25594, 16.85307)
H (2.58043, -13.23054, 16.44798)
H (5.33452, -12.58073, 17.86148)
H (3.88313, -11.48641, 17.85533)
H (5.36778, -10.94280, 17.11899)
H (2.57066, -15.77414, 13.92172)
H (2.86916, -15.98626, 15.47470)
C (3.90916, -4.46764, 11.90329)
C (4.12788, -5.07328, 13.28591)
C (5.10235, -6.23275, 13.29737)
O (4.69045, -7.25682, 12.45354)
C (5.70237, -8.20591, 12.18935)
N (4.62089, -4.02553, 14.18743)
H (4.87237, -4.24521, 11.44063)
H (3.28658, -3.58118, 11.81650)
H (3.44084, -5.24722, 11.29472)
H (3.19104, -5.50057, 13.68311)
H (5.19272, -6.57299, 14.35038)
H (6.12692, -5.90216, 13.05467)
H (5.25450, -9.01512, 11.61547)
H (6.04520, -8.65577, 13.12956)
H (6.52954, -7.73852, 11.64892)
H (3.79912, -3.60034, 14.61450)
H (5.07444, -4.48142, 14.98968)

## Properties
- LUMO level (eV) = -11.13
- charge = +2
- molecular weight (g/mol) = 831.081


No. 2
This record from OMol25 describes a molecular structure, C28H78InN6Na3O16PS. The level of theory is ωB97M-V/def2-TZVPD.

Positions of all 134 atoms, in Å:
In (4.69483, 0.97421, -4.95853)
Na (1.24924, 6.73449, 0.10794)
Na (-3.12499, 2.08529, 3.35059)
Na (-2.51858, 4.31008, -4.20360)
P (0.13871, 1.66631, -0.63363)
O (1.64659, 2.13325, -0.56871)
O (-0.06795, 1.21744, -2.09468)
O (-0.83613, 2.87787, -0.44014)
O (-0.22312, 0.61231, 0.43143)
S (2.57644, 6.84565, -5.60385)
O (3.14698, 7.94822, -6.33921)
O (3.64391, 6.41367, -4.70749)
O (1.44381, 7.12150, -4.76199)
O (2.23477, 5.70090, -6.40525)
C (4.49108, 0.24794, 7.63524)
C (3.89436, -0.63980, 6.50386)
C (3.61425, -2.10294, 6.89505)
O (4.74803, -2.69999, 7.51922)
C (4.40117, -3.98084, 8.04947)
N (2.74137, 0.11856, 5.89604)
H (3.72135, 0.57235, 8.33551)
H (4.96055, 1.10257, 7.14812)
H (5.33677, -0.24217, 8.11764)
H (4.74039, -0.62610, 5.81674)
H (3.49956, -2.77052, 6.04106)
H (2.72404, -2.23737, 7.50951)
H (3.53562, -3.83683, 8.69615)
H (5.24933, -4.45612, 8.54223)
H (4.04444, -4.66995, 7.28399)
H (2.48226, -0.36605, 5.04862)
H (3.19909, 0.91801, 5.48196)
C (-5.93898, 8.81234, 3.52428)
C (-5.69968, 7.34184, 3.18783)
C (-6.93019, 6.74853, 2.60054)
O (-6.78157, 5.35254, 2.43260)
C (-7.84749, 4.59938, 1.94024)
N (-4.64739, 7.35124, 2.20915)
H (-6.74313, 8.90410, 4.25436)
H (-6.25625, 9.33861, 2.62402)
H (-5.02711, 9.30084, 3.86777)
H (-5.42779, 6.75578, 4.06574)
H (-7.32805, 7.26585, 1.72750)
H (-7.63039, 6.94476, 3.41253)
H (-7.67884, 3.52276, 1.91670)
H (-8.05294, 4.93353, 0.92327)
H (-8.66060, 4.70605, 2.65826)
H (-4.86129, 6.47334, 1.75789)
H (-4.77988, 7.91547, 1.38198)
C (-5.03435, -3.64802, 5.97222)
C (-5.79446, -4.08923, 4.73397)
C (-7.29567, -4.35345, 5.12322)
O (-7.30192, -5.44097, 6.01630)
C (-8.33892, -5.52579, 6.95563)
N (-5.66672, -3.02779, 3.72596)
H (-4.04160, -3.28362, 5.70812)
H (-4.91197, -4.52264, 6.61110)
H (-5.58057, -2.84248, 6.46300)
H (-5.36384, -4.98528, 4.28702)
H (-7.98664, -4.53448, 4.29988)
H (-7.66141, -3.41175, 5.53251)
H (-8.29749, -4.80662, 7.77366)
H (-8.29989, -6.46696, 7.50406)
H (-9.31895, -5.42912, 6.48840)
H (-5.98799, -3.55479, 2.92649)
H (-4.70053, -2.83740, 3.50161)
C (-6.87028, -1.49729, -4.72597)
C (-6.63365, -0.26223, -5.60632)
C (-6.98522, 1.03091, -4.76747)
O (-6.88943, 2.35960, -5.30128)
C (-7.88858, 2.62236, -6.33469)
N (-5.19061, -0.19566, -5.98553)
H (-7.02620, -2.32828, -5.41391)
H (-7.75954, -1.62767, -4.10926)
H (-5.98283, -1.67216, -4.11775)
H (-7.23297, -0.28060, -6.51659)
H (-6.42582, 0.96856, -3.83403)
H (-7.96996, 0.77210, -4.37836)
H (-7.80055, 2.01210, -7.23354)
H (-7.82880, 3.68758, -6.55794)
H (-8.88557, 2.38316, -5.96468)
H (-4.96236, 0.62740, -6.52458)
H (-4.63971, -0.06946, -5.14845)
C (1.75948, -6.10797, -8.14638)
C (2.49861, -4.76635, -8.07356)
C (2.34769, -3.93828, -9.29841)
O (3.08349, -2.74954, -9.18443)
C (2.92760, -2.02123, -10.38766)
N (1.96591, -3.97687, -7.01083)
H (1.92973, -6.77872, -8.98853)
H (0.70069, -5.87846, -8.26634)
H (1.85562, -6.77441, -7.28922)
H (3.56613, -4.84033, -7.86614)
H (1.29588, -3.69767, -9.45295)
H (2.77929, -4.53344, -10.10315)
H (3.07061, -2.57852, -11.31345)
H (3.75746, -1.31481, -10.40727)
H (1.95551, -1.54330, -10.50903)
H (1.01835, -3.75623, -7.28203)
H (1.86422, -4.34367, -6.07530)
C (8.63120, -1.87799, 1.37453)
C (8.25478, -0.92907, 0.26014)
C (9.50731, -0.36715, -0.46541)
O (9.09644, 0.70169, -1.38647)
C (10.21334, 1.27721, -2.02067)
N (7.44687, -1.70821, -0.67644)
H (9.26905, -2.66649, 0.97512)
H (7.72828, -2.36980, 1.73636)
H (9.10333, -1.35713, 2.20754)
H (7.58470, -0.14082, 0.60327)
H (9.97984, -1.23429, -0.92679)
H (10.22314, 0.01500, 0.26235)
H (10.95090, 1.74913, -1.37151)
H (9.73149, 2.04539, -2.62547)
H (10.73180, 0.62262, -2.72126)
H (8.00541, -2.50874, -0.93585)
H (6.61018, -2.12135, -0.28996)
C (8.03164, 6.42020, 3.23223)
C (7.22426, 5.72370, 2.17230)
O (5.97336, 5.42631, 2.76878)
H (8.48263, 5.64115, 3.84688)
H (7.48344, 7.08309, 3.90166)
H (8.79723, 7.08942, 2.83968)
H (7.65708, 4.74061, 1.98712)
H (7.18753, 6.30234, 1.24930)
H (5.58068, 4.80570, 2.15053)
C (-0.76831, -6.66644, -0.01058)
C (0.60535, -6.27569, 0.55708)
O (0.86819, -4.99383, -0.04903)
H (-1.07935, -7.66192, 0.30624)
H (-0.71087, -6.76688, -1.09442)
H (-1.53057, -5.90269, 0.14350)
H (1.29197, -7.08813, 0.31918)
H (0.48042, -6.14013, 1.63138)
H (0.43940, -4.27598, 0.42259)

## Properties
- LUMO level (eV) = -4.73
- charge = +1
- molecular weight (g/mol) = 1001.787